Entry 1:
C29H28GaN6O5S as an isolated structure, computed with ωB97M-V/def2-TZVPD.

Values from the calculation:
**E_LUMO**: -3.2 eV
**Total charge**: +1
**Orbital gap**: 7.0 eV
**HOMO level**: -10.22 eV
**Energy above the lowest of the compared OMol25 structures with the same formula, charge and spin**: 5.3 kJ/mol
**Multiplicity**: 1

Geometry as XYZ:
```
70
Properties=species:S:1:pos:R:3:mulliken_charge:R:1
Ga 2.0558 -0.3109 -1.0546 0.45
O 1.9122 -3.6847 1.7131 -0.74
C 1.2463 -3.0835 2.7162 0.33
C 0.8113 -3.8758 3.7790 -0.73
C 0.1280 -3.3126 4.8351 -0.43
C -0.1415 -1.9442 4.8591 -0.85
C 0.2685 -1.1550 3.8075 -0.21
C 0.9596 -1.7080 2.7190 0.39
C 1.3261 -0.8614 1.5699 0.20
O 2.1501 -1.3325 0.6720 -0.73
N 0.7224 0.2928 1.4508 -0.81
N 1.0284 0.8861 0.2492 1.15
C 0.6359 2.1002 0.0671 -0.19
C 0.8246 2.8481 -1.1373 1.01
C 0.3124 4.1585 -1.1951 -0.95
C 0.4103 4.9160 -2.3341 -0.79
C 1.0263 4.3643 -3.4634 -0.47
C 1.5498 3.0918 -3.4337 -0.66
C 1.4798 2.3046 -2.2721 0.18
O 2.0250 1.1095 -2.2866 -0.30
H 2.2298 -3.0020 1.0963 0.42
H 1.0356 -4.9340 3.7531 0.48
H -0.1947 -3.9394 5.6562 0.41
H -0.6602 -1.5044 5.7006 0.52
H 0.0768 -0.0913 3.7946 0.45
H 0.1125 2.5769 0.8960 0.41
H -0.1660 4.5614 -0.3089 0.42
H 0.0132 5.9211 -2.3626 0.42
H 1.0890 4.9431 -4.3761 0.42
H 2.0262 2.6603 -4.3044 0.50
N 3.8182 0.8885 -0.1585 -0.48
N 5.0450 0.6578 -0.7619 -0.50
C 5.1935 -0.3555 -1.6297 0.99
N 6.4068 -0.5413 -2.1506 -0.45
S 3.9260 -1.3746 -2.0623 -0.62
H 3.5363 1.8543 -0.2716 0.35
H 3.8308 0.6338 0.8228 0.37
H 5.8379 1.2243 -0.5039 0.23
H 7.1905 0.0536 -1.9413 0.19
H 6.5282 -1.2795 -2.8218 0.21
C -3.7380 -0.1320 4.0465 -1.07
O -3.2494 -0.4805 2.7563 -0.42
C -3.4776 0.3770 1.7337 0.85
C -4.3138 1.4822 1.7798 -0.44
C -4.4419 2.2934 0.6622 -0.81
C -3.7277 2.0248 -0.4959 -1.06
C -2.8940 0.9215 -0.5529 0.05
C -2.7808 0.0862 0.5511 -0.19
N -1.8722 -0.9957 0.6447 0.28
C -1.1868 -1.6104 -0.2696 0.00
C -1.3793 -1.6771 -1.6755 0.18
C -2.6486 -1.7965 -2.2794 -0.15
C -2.7516 -2.1298 -3.6026 -0.83
C -1.5864 -2.3392 -4.3574 -0.49
C -0.3377 -2.1915 -3.8029 -0.80
C -0.1992 -1.8201 -2.4554 0.03
O 0.9784 -1.5685 -1.9508 -0.36
H -3.3352 0.8318 4.3653 0.44
H -3.3938 -0.9153 4.7147 0.25
H -4.8281 -0.0967 4.0630 0.42
H -4.8596 1.7167 2.6825 0.44
H -5.1053 3.1470 0.7016 0.41
H -3.8083 2.6758 -1.3553 0.45
H -2.3092 0.7209 -1.4384 0.54
H -1.6307 -1.1990 1.6127 0.16
H -0.3592 -2.2036 0.1107 0.71
H -3.5359 -1.6836 -1.6679 0.51
H -3.7246 -2.2546 -4.0564 0.43
H -1.6704 -2.6123 -5.4014 0.41
H 0.5608 -2.3270 -4.3899 0.48
```


Entry 2:
A 7-piece molecular cluster, C65H145F4N2O11P4S4 overall, computed with ωB97M-V/def2-TZVPD.

Values from the calculation:
**E_LUMO**: -2.0 eV
**Total charge**: +1
**Orbital gap**: 1.5 eV
**HOMO level**: -3.49 eV
**Energy above the lowest of the compared OMol25 structures with the same formula, charge and spin**: 519.8 kJ/mol
**Multiplicity**: 1

Geometry as XYZ:
```
235
Properties=species:S:1:pos:R:3:mulliken_charge:R:1
C -15.3004 20.6038 -6.3692 -1.17
C -14.7811 19.8529 -5.1693 -0.65
C -14.8336 20.5738 -3.8230 -0.55
C -13.9464 21.8043 -3.7153 -1.16
P -14.0833 22.9236 -2.2754 1.17
C -12.6487 24.1241 -2.3996 -0.88
C -12.8274 25.2608 -3.3538 -0.89
C -11.5326 26.1015 -3.5641 -0.49
C -11.7481 27.1787 -4.6669 -1.23
C -15.6854 23.8649 -1.9817 -1.00
C -16.9967 23.0342 -1.6666 -0.38
C -18.3093 23.8330 -1.6330 -0.46
C -19.5073 22.9933 -1.3501 -1.37
C -13.8907 21.7812 -0.8403 -1.04
C -13.2106 22.2206 0.4702 -0.95
C -14.0994 22.9345 1.5642 -0.38
C -15.2002 22.1179 2.3623 -1.25
H -16.1297 21.2148 -6.0130 0.27
H -15.7084 19.9374 -7.1292 0.37
H -14.5463 21.1942 -6.8896 0.28
H -13.7600 19.5626 -5.4164 0.33
H -15.3676 18.9353 -5.1233 0.42
H -14.4560 19.9744 -2.9946 0.39
H -15.8667 20.7372 -3.5162 0.21
H -14.0122 22.4501 -4.5909 0.49
H -12.8876 21.5507 -3.7672 0.65
H -11.8355 23.4928 -2.7578 0.51
H -12.4243 24.5320 -1.4141 0.51
H -13.5674 25.8965 -2.8676 0.35
H -13.2625 24.9976 -4.3179 0.39
H -10.8370 25.3974 -4.0209 0.33
H -11.0897 26.4012 -2.6143 0.38
H -10.8706 27.5382 -5.2043 0.38
H -12.3422 27.9625 -4.1971 0.31
H -12.2448 26.7392 -5.5319 0.33
H -15.8338 24.4606 -2.8824 0.59
H -15.4158 24.6265 -1.2500 0.66
H -16.9037 22.5079 -0.7167 0.17
H -17.2241 22.2356 -2.3728 0.14
H -18.4787 24.2323 -2.6330 0.30
H -18.1765 24.7051 -0.9929 0.41
H -20.3951 23.4435 -1.7943 0.40
H -19.7541 22.9674 -0.2888 0.29
H -19.5270 22.0124 -1.8250 0.37
H -13.2009 21.0220 -1.2088 0.51
H -14.8784 21.3715 -0.6288 0.51
H -12.4461 22.9541 0.2139 0.22
H -12.6759 21.4007 0.9498 0.53
H -14.6237 23.8501 1.2906 0.20
H -13.2808 23.3330 2.1634 0.42
H -14.9442 21.1192 2.7160 0.35
H -16.2038 22.0777 1.9390 0.27
H -15.4614 22.6271 3.2900 0.41
C -29.9936 10.7676 -1.9315 -1.27
C -28.7878 10.1069 -1.4067 -0.64
C -27.8204 11.1920 -0.6975 -0.78
C -26.9402 11.8054 -1.6893 -1.38
P -25.3056 12.2734 -1.1608 0.62
C -24.4410 10.8851 -0.3592 -0.93
C -24.0734 9.6814 -1.1855 -1.18
C -25.0250 8.4470 -0.9069 0.19
C -24.3682 7.2398 -1.4547 -1.40
C -24.5402 12.8136 -2.7220 -1.15
C -25.3624 13.9745 -3.3610 -0.73
C -24.4920 15.2595 -3.2969 -0.74
C -25.3084 16.4674 -3.7053 -1.41
C -25.5869 13.6481 -0.0306 -1.15
C -26.6482 14.6892 -0.2726 0.26
C -26.7930 15.4655 1.0788 -0.98
C -27.9652 16.4583 1.1726 -1.20
H -29.6601 11.6431 -2.4887 0.29
H -30.7501 11.1335 -1.2373 0.33
H -30.4777 10.0333 -2.5754 0.36
H -28.3677 9.4727 -2.1873 0.35
H -29.1918 9.3617 -0.7214 0.47
H -27.2980 10.6050 0.0578 0.32
H -28.3896 11.9058 -0.1021 0.46
H -27.3854 12.7560 -1.9827 0.68
H -26.8759 11.2201 -2.6066 0.74
H -24.9525 10.6468 0.5733 0.74
H -23.5168 11.3486 -0.0139 0.55
H -23.0828 9.2855 -0.9616 0.67
H -24.0030 9.8899 -2.2531 0.40
H -25.8784 8.8072 -1.4815 -0.07
H -25.1643 8.4681 0.1739 0.34
H -25.0621 6.4073 -1.5712 0.36
H -23.4799 6.9194 -0.9102 0.37
H -23.9304 7.5019 -2.4179 0.33
H -24.5377 11.9508 -3.3881 0.60
H -23.4707 13.0196 -2.7654 0.64
H -26.3677 14.1670 -2.9864 0.34
H -25.5160 13.7426 -4.4149 0.49
H -23.8233 14.9709 -4.1079 0.53
H -23.9085 15.3775 -2.3838 0.45
H -24.6313 17.3216 -3.6989 0.39
H -26.2034 16.6328 -3.1056 0.34
H -25.6292 16.3031 -4.7340 0.31
H -24.6487 14.1880 0.0978 0.79
H -25.8844 13.0008 0.7944 0.39
H -27.6128 14.1826 -0.2403 0.04
H -26.6242 15.3387 -1.1476 -0.12
H -25.7946 15.8584 1.2707 0.56
H -26.8188 14.7774 1.9238 0.42
H -27.5674 17.0735 1.9797 0.36
H -28.8212 15.8612 1.4869 0.32
H -28.2153 17.0930 0.3225 0.32
C -23.0271 3.5106 -12.3130 -1.11
C -22.2001 2.8424 -13.4356 -0.68
C -20.6950 2.9062 -13.2529 -0.85
C -20.2160 4.2125 -12.6676 -0.70
P -18.4136 4.4287 -12.4238 0.65
C -17.8066 3.3847 -10.9577 -1.31
C -16.3234 3.4797 -10.5318 -0.57
C -16.1699 2.5521 -9.2994 -0.46
C -14.7459 2.8187 -8.8052 -1.40
C -17.6600 3.5683 -13.9070 -0.98
C -16.1617 3.9295 -13.9786 -0.62
C -15.8438 5.0014 -15.0578 -0.61
C -14.3662 5.5076 -14.8943 -1.30
C -17.7722 6.1208 -12.1063 -0.84
C -18.5178 6.7638 -10.9499 -0.85
C -18.0653 8.2144 -10.8005 -0.49
C -18.1893 8.7878 -9.4387 -1.42
H -24.0427 3.1191 -12.2551 0.38
H -23.1317 4.5805 -12.4932 0.26
H -22.5324 3.2306 -11.3830 0.29
H -22.2448 3.3026 -14.4227 0.32
H -22.5789 1.8442 -13.6553 0.44
H -20.1678 2.6572 -14.1739 0.40
H -20.4706 2.0595 -12.6041 0.33
H -20.5767 4.3396 -11.6469 0.54
H -20.4280 5.1105 -13.2479 0.50
H -18.0362 2.3427 -11.1805 0.71
H -18.4854 3.6456 -10.1457 0.69
H -16.1387 4.5044 -10.2095 0.29
H -15.5443 3.3290 -11.2791 0.30
H -16.3471 1.5117 -9.5719 0.38
H -16.8869 2.7596 -8.5050 0.36
H -14.5525 3.8394 -8.4751 0.36
H -13.9582 2.4314 -9.4514 0.35
H -14.5893 2.1706 -7.9429 0.43
H -18.1774 3.6441 -14.8633 0.60
H -17.7755 2.5348 -13.5803 0.51
H -15.4553 3.1214 -14.1684 0.66
H -15.7474 4.2763 -13.0319 -0.18
H -16.5796 5.7975 -14.9441 0.30
H -16.1468 4.6885 -16.0570 0.46
H -14.0600 5.9066 -13.9273 0.32
H -14.3220 6.3218 -15.6177 0.40
H -13.6955 4.6743 -15.1032 0.33
H -18.0588 6.5903 -13.0473 0.62
H -16.6847 6.1488 -12.0387 0.59
H -18.4330 6.2394 -9.9981 0.42
H -19.5910 6.7453 -11.1395 0.39
H -18.6366 8.8267 -11.4983 0.36
H -17.0400 8.3640 -11.1387 0.37
H -17.4876 8.3168 -8.7503 0.35
H -19.2151 8.6432 -9.0995 0.32
H -18.0143 9.8612 -9.3654 0.40
C -21.9818 3.3095 4.5818 -1.31
C -20.9911 3.6784 5.6543 -0.38
C -20.1464 4.8847 5.2990 -0.46
C -19.1143 5.2743 6.4793 -1.14
P -18.2381 6.9589 6.2386 0.74
C -17.4054 7.5035 7.8189 -1.08
C -18.2555 7.8444 9.0732 -0.34
C -17.4748 8.0408 10.4338 -0.71
C -16.7038 9.4537 10.5476 -1.17
C -16.8635 6.7779 4.9837 -1.14
C -17.2060 6.2204 3.5389 -0.56
C -16.1579 6.4957 2.5258 -0.47
C -16.6440 6.3996 1.0172 -1.30
C -19.4000 8.2690 5.5670 -1.12
C -18.9533 9.7569 5.9636 -1.08
C -20.0380 10.6199 6.7112 -0.53
C -19.3658 11.8715 7.1726 -1.36
H -22.4340 4.1754 4.0981 0.33
H -22.7842 2.6290 4.8667 0.35
H -21.2794 2.9184 3.8457 0.32
H -20.2864 2.8989 5.9440 0.34
H -21.6562 3.8894 6.4916 0.36
H -20.8637 5.6504 5.0034 0.35
H -19.5146 4.6760 4.4357 0.20
H -18.4099 4.4838 6.7385 0.62
H -19.6465 5.4261 7.4184 0.48
H -16.6489 8.2325 7.5286 0.63
H -16.7796 6.6772 8.1562 0.58
H -19.0270 7.0832 9.1889 0.34
H -18.8046 8.7818 8.9847 0.02
H -16.7688 7.2357 10.6374 0.40
H -18.1737 7.9922 11.2687 0.35
H -17.3454 10.2889 10.8285 0.33
H -16.2085 9.8218 9.6491 0.32
H -15.8761 9.4181 11.2559 0.36
H -16.3032 6.0159 5.5253 0.55
H -16.2928 7.7060 4.9503 0.58
H -18.1632 6.6063 3.1882 0.40
H -17.2590 5.1319 3.5623 0.24
H -15.3355 5.8190 2.7577 0.34
H -15.8350 7.5241 2.6881 0.37
H -17.4551 7.1066 0.8429 0.33
H -17.0120 5.4105 0.7446 0.33
H -15.8050 6.6362 0.3628 0.40
H -20.3811 8.0523 5.9896 0.57
H -19.4702 8.1056 4.4916 0.62
H -18.9488 10.2325 4.9828 0.53
H -17.9808 9.6926 6.4516 0.58
H -20.6714 10.1467 7.4616 0.41
H -20.7526 10.9882 5.9752 0.44
H -20.1678 12.5858 7.3590 0.38
H -18.7665 12.2364 6.3385 0.38
H -18.5869 11.7388 7.9235 0.29
O -13.4984 13.0909 5.6906 -0.48
C -12.4825 12.8963 4.7927 0.62
O -12.1434 13.8184 4.0727 -0.71
O -11.5887 12.0372 4.6735 -0.72
H -13.8137 13.9088 5.2992 0.29
N -19.2164 14.2765 0.2765 -0.28
S -18.3860 15.4434 0.7638 1.01
O -18.3761 16.6098 -0.1318 -0.63
O -17.2279 15.2432 1.6368 -0.51
F -19.4610 15.9476 1.8218 -0.32
S -17.7876 13.4663 -0.2975 1.06
O -17.0990 12.6398 0.6686 -0.51
O -17.0496 14.1757 -1.3450 -0.56
F -18.4855 12.3174 -1.1279 -0.27
N -9.1163 11.2412 -0.8602 -0.25
S -9.8054 11.6073 -2.1651 1.11
O -11.0709 10.9459 -2.4070 -0.58
O -9.0144 12.0620 -3.2632 -0.60
F -10.3684 13.0655 -1.6868 -0.34
S -8.6815 9.7286 -1.6101 1.09
O -7.3278 9.6464 -2.0641 -0.58
O -9.6558 8.7722 -2.0983 -0.55
F -8.3872 9.0964 -0.1588 -0.30
```


Entry 3:
An isolated molecule of C7H4, computed with ωB97M-V/def2-TZVPD.

Values from the calculation:
**E_LUMO (spin up / spin down)**: -0.2 / -2.1 eV
**Orbital gap (spin up / spin down)**: 6.3 / 6.7 eV
**HOMO level (spin up / spin down)**: -6.51 / -8.78 eV
**Energy above the lowest of the compared OMol25 structures with the same formula, charge and spin**: 173.1 kJ/mol
**Multiplicity**: 3

Geometry as XYZ:
```
11
Properties=species:S:1:pos:R:3:lowdin_spin:R:1
C -0.3502 2.0987 0.3605 0.13
C -0.4981 2.2486 1.6008 0.51
C 0.4798 -2.0987 -1.2657 0.36
C 0.2297 -0.9276 -1.0567 0.11
C -0.1845 1.5649 -0.9487 0.03
C 0.0844 0.3183 -0.6268 0.45
C -0.3088 0.8253 1.4594 0.34
H 0.9525 -2.8541 -1.6924 0.03
H -0.1442 2.1059 -1.9116 0.01
H 0.6120 0.3958 1.6266 0.01
H -1.1383 0.1880 1.3544 0.01
```


Entry 4:
C31H38MnNP as an isolated structure, computed with ωB97M-V/def2-TZVPD.

Values from the calculation:
**E_LUMO (spin up / spin down)**: 0.0 / 0.3 eV
**Orbital gap (spin up / spin down)**: 7.6 / 8.2 eV
**HOMO level (spin up / spin down)**: -7.69 / -7.87 eV
**Energy above the lowest of the compared OMol25 structures with the same formula, charge and spin**: 17.7 kJ/mol
**Multiplicity**: 2

Geometry as XYZ:
```
72
Properties=species:S:1:pos:R:3:lowdin_spin:R:1
Mn 1.1188 -0.3015 0.4317 1.20
C -3.2090 -3.1141 -1.9403 0.00
C -1.8438 -3.0184 -2.5749 0.00
C -1.6679 -3.5674 -3.8427 0.00
C -0.4496 -3.5094 -4.5018 0.00
C 0.6343 -2.8915 -3.8990 0.00
C 0.4797 -2.3308 -2.6416 0.00
C -0.7439 -2.3894 -1.9711 0.00
P -0.7404 -1.6394 -0.3132 -0.01
C -2.3098 -0.7048 -0.1957 0.01
C -2.4999 0.1388 -1.2990 0.00
C -3.5832 0.9900 -1.3776 0.00
C -4.4988 1.0217 -0.3325 0.00
C -4.3006 0.2135 0.7694 0.00
C -3.2089 -0.6542 0.8718 0.00
C -3.0928 -1.4612 2.1408 0.00
C -0.5553 -3.0278 0.8399 -0.01
C -1.0257 -4.3222 0.6431 0.00
C -0.6754 -5.3297 1.5280 -0.01
C 0.1591 -5.0394 2.5999 0.00
C 0.6399 -3.7528 2.7897 -0.01
C 0.2917 -2.7220 1.9184 -0.01
C 0.7790 -1.3196 2.0924 -0.06
H -3.7058 -4.0323 -2.2547 0.00
H -3.8352 -2.2725 -2.2455 0.00
H -3.1734 -3.0999 -0.8530 0.00
H -2.5094 -4.0582 -4.3186 0.00
H -0.3489 -3.9491 -5.4860 0.00
H 1.5905 -2.8404 -4.4032 0.00
H 1.3151 -1.8348 -2.1599 0.00
H -1.7778 0.1250 -2.1076 0.00
H -3.7078 1.6300 -2.2416 0.00
H -5.3555 1.6823 -0.3737 0.00
H -5.0058 0.2492 1.5929 0.00
H -3.9591 -2.1162 2.2559 0.00
H -3.0763 -0.7908 3.0021 0.00
H -2.2043 -2.0803 2.1816 0.00
H -1.6417 -4.5554 -0.2159 0.00
H -1.0352 -6.3386 1.3727 0.00
H 0.4455 -5.8257 3.2873 0.00
H 1.2984 -3.5370 3.6228 0.00
H 1.5682 -1.2468 2.8353 0.00
H -0.0442 -0.6569 2.4111 0.00
C 4.6730 0.4129 1.1010 0.00
C 4.0244 -0.1320 -0.1728 -0.01
C 4.7595 -1.3811 -0.6611 -0.01
C 4.0030 0.9439 -1.2602 -0.01
N 2.6666 -0.4949 0.1633 -0.18
H 5.7093 0.6951 0.9031 0.00
H 4.6592 -0.3435 1.8866 0.00
H 4.1243 1.2876 1.4510 0.00
H 5.8024 -1.1456 -0.8833 0.00
H 4.2918 -1.7679 -1.5681 0.00
H 4.7306 -2.1603 0.1014 0.00
H 5.0201 1.2647 -1.4964 0.00
H 3.4238 1.8033 -0.9197 0.00
H 3.5413 0.5561 -2.1701 0.00
C 0.8605 4.8432 -0.5884 0.00
C -0.1924 4.0986 0.2435 0.01
C -1.5428 4.1280 -0.4863 0.00
C -0.3342 4.7693 1.6157 0.00
C 0.2305 2.7008 0.4187 0.07
C 0.5797 1.5444 0.5620 -0.01
H 0.5500 5.8795 -0.7427 0.00
H 0.9868 4.3685 -1.5626 0.00
H 1.8249 4.8412 -0.0787 0.00
H -1.8795 5.1603 -0.6122 0.00
H -2.2973 3.5782 0.0783 0.00
H -1.4557 3.6653 -1.4706 0.00
H -0.6506 5.8078 1.4914 0.00
H 0.6154 4.7558 2.1517 0.00
H -1.0763 4.2500 2.2234 0.00
```